113
Properties=species:S:1:pos:R:3:forces:R:3 method="wB97M-V/def2-TZVPD" homo_ev=-9.71 gap_ev=7.28 energy_ha=-2383.3144 charge=+1 lumo_ha=-0.0893 spin_multiplicity=1 max_force_ev_per_a=3.09
S 1.35221 6.51899 1.67102 2.708 0.169 -1.109
O 1.46598 -2.96390 -7.61625 0.204 0.265 0.230
O -0.29005 -3.80423 -3.57902 0.078 0.317 -0.157
O 2.28514 7.65962 1.70923 -2.439 -1.890 0.024
O -2.66490 -2.35092 -0.04482 0.271 -0.078 0.071
O 3.72676 -5.61685 -10.47447 -0.293 0.135 -0.004
O 0.00491 6.87587 0.76706 1.541 -0.498 1.500
O 1.90443 5.25942 1.13160 -1.834 1.818 1.006
N 3.19032 -2.54222 -10.01768 -0.162 -0.051 -0.101
N 1.24954 0.94492 4.23812 -1.126 0.607 0.230
N 0.19994 2.40144 2.68180 0.226 -0.914 -0.510
N 0.06107 -1.70796 -1.48882 0.015 -0.063 0.218
N -7.88281 2.52285 4.85907 -0.258 -0.874 -0.011
C 1.80742 5.66883 4.33386 -0.076 -0.714 0.220
C -5.63332 1.54101 4.85672 0.144 0.398 -0.752
C -1.11522 1.76437 4.66304 -0.517 0.504 0.395
C 2.03169 4.10903 4.20358 -0.264 1.047 0.278
C -3.35041 0.86044 2.09632 1.457 -0.627 -0.054
C 3.25232 0.96224 5.71921 -0.233 0.460 1.135
C -0.78384 -2.91883 -4.57294 -0.056 -0.134 0.060
C 0.72916 6.21939 3.35503 -0.456 0.261 0.357
C 3.20494 -4.69448 -11.41880 0.268 0.036 -0.272
C -5.43514 0.64506 3.58617 -0.252 -0.819 1.081
C -2.24414 1.93863 2.37514 -0.179 0.970 -0.063
C 0.34481 2.08409 4.14885 -0.316 0.495 1.424
C -2.79318 -3.21564 -1.16620 -0.333 0.143 -0.008
C 1.71936 0.64743 5.61204 1.434 -1.588 -0.637
C -1.37790 -2.32319 0.54583 -0.068 0.265 0.222
C 1.74141 -2.37605 -9.95621 0.275 -0.039 0.284
C -3.95870 0.14009 3.35327 -1.197 -0.039 -1.403
C -0.39006 -1.37248 -0.14084 -0.105 -0.036 -0.309
C 2.48992 -2.70924 -6.67151 -0.125 -0.195 -0.086
C 0.81438 3.38751 4.88416 0.248 0.736 -1.196
C -2.21937 2.55430 3.82801 1.503 -0.808 -0.312
C -7.05425 1.46053 5.50138 1.017 1.785 0.449
C 3.01313 -5.68982 -9.25213 0.327 -0.218 -0.037
C 3.66533 -3.24781 -11.20960 0.114 -0.026 0.240
C 3.99337 0.13869 6.83239 0.708 0.060 -1.290
C 1.29738 -1.91913 -8.57319 -0.338 -0.212 -0.407
C 0.79360 -2.96919 -1.57931 -0.146 0.134 -0.242
C 4.58255 -1.17223 6.18730 -0.024 0.569 0.737
C -0.79344 1.46257 2.04009 -0.908 0.021 -1.058
C 0.96020 -3.40556 -3.02868 -0.008 -0.368 0.345
H 3.59730 -5.01668 -12.38730 0.018 -0.002 0.036
H 1.94279 -5.51692 -9.38484 0.004 0.112 0.002
H 2.76703 6.21858 4.28022 -0.612 -0.188 -0.296
H 1.44140 -2.62654 -3.62659 -0.134 0.090 0.010
H 1.81300 -1.00267 -8.27275 0.142 -0.094 0.034
H -2.57712 -2.67775 -2.09078 0.117 -0.158 -0.098
H 4.75718 -3.25382 -11.15196 -0.030 -0.041 -0.087
H -3.83286 -3.54141 -1.21836 0.034 0.033 0.097
H -0.75156 -1.75633 -2.08929 0.041 -0.002 -0.049
H 1.21916 -3.31438 -10.17854 -0.202 0.076 -0.006
H -1.84757 3.60040 3.74445 -0.512 -0.420 0.195
H -2.15946 -4.10057 -1.08253 0.093 0.064 -0.023
H -0.04923 3.38282 2.52079 -0.135 -0.219 0.062
H -4.80503 1.37959 5.58960 -0.762 -0.266 -0.356
H -0.57702 1.52112 0.94909 -0.387 -0.088 0.714
H 5.42145 -0.90946 5.50564 -0.604 -0.117 0.363
H 1.60741 -4.28649 -3.04853 0.050 0.025 0.004
H -7.49865 3.43308 5.10025 -0.052 -0.202 0.006
H -6.06733 -0.26436 3.74010 0.430 0.616 -0.083
H -1.11683 -1.97517 -4.12815 0.047 0.120 -0.112
H -7.51905 0.46262 5.42071 0.200 0.559 -0.001
H -0.25583 7.77489 1.02701 -0.025 0.111 -0.231
H 3.15112 -6.69290 -8.84474 0.008 0.006 -0.086
H -4.11041 1.31619 1.42770 0.246 -0.364 0.744
H -8.81390 2.48693 5.26691 0.058 0.115 -0.186
H -5.85709 1.12514 2.67606 0.430 -0.200 0.644
H 1.07816 2.27064 2.16777 0.043 0.169 0.399
H 3.81878 -1.72971 5.60570 0.456 0.145 0.509
H -4.05215 -0.93616 3.07537 0.216 0.719 0.245
H -0.16080 5.54979 3.26366 0.686 0.348 -0.016
H -0.87151 -0.39193 -0.21128 -0.060 -0.035 0.038
H -1.18630 2.13297 5.71027 0.175 -0.418 -0.551
H 3.49650 -3.05883 -9.20430 -0.012 0.013 0.009
H -1.64247 -3.39159 -5.04870 0.054 -0.062 0.066
H 0.48969 -1.24767 0.50193 0.028 -0.111 0.029
H -5.50565 2.60333 4.52054 -0.090 -0.635 0.405
H 3.35381 2.04946 5.93492 0.043 -0.575 -0.186
H -1.53334 -1.94431 1.56287 -0.018 -0.021 0.019
H 2.02533 1.00881 3.58791 0.091 0.190 0.300
H 2.14337 3.89077 3.11972 0.088 -0.029 0.704
H 4.87780 0.74133 7.14369 -0.728 -0.379 0.103
H 1.41461 5.84437 5.36443 0.256 0.036 -0.712
H 3.42590 -4.98704 -8.52504 -0.194 0.077 0.111
H 1.78123 -2.84370 -1.12430 -0.023 0.011 0.011
H 3.36389 -0.06355 7.71951 0.241 0.093 -0.516
H -0.58774 0.42105 2.34940 0.105 0.700 0.189
H -2.86985 0.06386 1.47133 -0.356 0.622 0.283
H 3.80098 0.76999 4.76623 -0.667 0.076 0.468
H -6.93036 1.78371 6.56685 -0.081 -0.961 -0.463
H -0.97940 -3.33583 0.66246 0.026 -0.036 -0.155
H -0.02940 -2.72085 -5.33908 -0.040 0.035 -0.008
H 0.33856 7.17391 3.77356 0.312 -0.419 -0.643
H 1.11338 1.12302 6.40486 0.339 -0.048 -0.575
H 2.36502 -1.72526 -6.20798 0.081 0.028 -0.020
H 3.47941 -2.77706 -7.13219 0.088 0.150 0.090
H -3.19664 2.57249 4.34005 0.524 -0.117 -0.368
H 3.40026 -2.65848 -12.09288 -0.076 -0.037 0.000
H 2.42496 -3.47030 -5.89281 -0.053 -0.028 -0.072
H -1.30733 0.67029 4.67454 0.207 0.711 -0.135
H 1.61947 -0.45759 5.74562 -0.112 0.760 0.089
H 0.22670 -1.70024 -8.61185 0.001 0.036 0.001
H 1.03478 3.25953 5.95935 -0.250 -0.352 -0.605
H 5.01447 -1.77440 7.01307 -0.367 -0.029 -0.708
H 1.43468 -1.63102 -10.69673 0.007 -0.021 0.001
H -3.32688 0.16563 4.26047 -0.398 0.250 -0.472
H 2.98489 3.88744 4.71874 -0.531 -0.155 -0.413
H 0.27278 -3.77521 -1.04931 0.139 -0.137 -0.021
H 2.11585 -4.78663 -11.49109 -0.048 0.032 0.170
H -0.04633 4.10234 4.83379 0.494 -0.590 0.166
H -2.44252 2.78909 1.67497 0.119 -0.571 0.455